93
Properties=species:S:1:pos:R:3:lowdin_charge:R:1 method="wB97M-V/def2-TZVPD" spin_multiplicity=5 max_force_ev_per_a=0.28 total_charge=-1 e_tot_ha=-3721.51703 s_squared=6.073 lumo_energy_ev="2.06 / 2.06" gap_ev="3.910 / 6.811" homo_ev="-1.847 / -4.754" relative_energy_kj_mol=0.0
Fe 1.760 1.092 -0.086 0.680
O -0.473 2.203 3.552 0.054
C 0.526 2.892 4.130 -0.270
C 0.276 3.447 5.388 -0.025
C 1.253 4.163 6.049 -0.106
C 2.508 4.340 5.472 -0.113
C 2.761 3.788 4.230 -0.044
C 1.789 3.064 3.537 -0.081
C 2.102 2.477 2.215 -0.408
O 1.110 1.908 1.553 -0.132
N 3.323 2.528 1.760 0.094
N 3.350 1.880 0.551 -0.128
C 4.450 1.750 -0.174 -0.101
C 4.261 1.056 -1.379 -0.269
C 5.268 0.800 -2.345 -0.055
C 4.955 0.160 -3.506 -0.108
C 3.615 -0.245 -3.741 -0.100
C 2.685 0.010 -2.765 -0.146
N 2.958 0.627 -1.608 0.014
H -0.146 1.912 2.667 0.072
H -0.705 3.295 5.820 0.112
H 1.036 4.589 7.022 0.094
H 3.278 4.899 5.988 0.089
H 3.729 3.901 3.760 0.101
H 5.401 2.156 0.151 0.111
H 6.279 1.131 -2.141 0.103
H 5.721 -0.032 -4.247 0.092
H 3.323 -0.750 -4.651 0.083
H 1.651 -0.290 -2.903 0.103
C -2.415 -2.213 -5.644 -0.079
O -1.927 -1.971 -4.340 -0.086
C -2.038 -2.981 -3.430 -0.221
C -2.564 -4.233 -3.701 -0.029
C -2.647 -5.181 -2.686 -0.094
C -2.228 -4.867 -1.407 -0.084
C -1.711 -3.607 -1.129 -0.032
C -1.589 -2.664 -2.139 -0.163
N -1.111 -1.360 -1.939 0.175
C -0.174 -0.928 -1.043 -0.376
N 0.628 -1.876 -0.487 0.157
C 1.356 -1.604 0.696 -0.157
C 0.633 -1.207 1.853 -0.191
C 1.393 -0.834 2.985 -0.042
C 2.767 -0.923 2.979 -0.082
C 3.462 -1.402 1.866 -0.034
C 2.739 -1.740 0.730 -0.267
O 3.371 -2.219 -0.402 -0.120
C 3.968 -3.492 -0.217 -0.075
N -0.009 0.319 -0.735 0.095
C -0.994 1.297 -0.996 -0.165
C -2.351 1.111 -0.768 -0.004
C -3.248 2.159 -0.935 -0.072
C -2.789 3.408 -1.312 -0.091
C -1.430 3.621 -1.525 -0.021
C -0.543 2.571 -1.373 -0.216
O 0.812 2.670 -1.538 -0.141
C 1.398 3.961 -1.589 -0.051
H -2.251 -1.295 -6.202 0.093
H -3.482 -2.445 -5.630 0.097
H -1.871 -3.030 -6.125 0.094
H -2.911 -4.477 -4.694 0.099
H -3.059 -6.158 -2.904 0.099
H -2.319 -5.590 -0.607 0.104
H -1.421 -3.342 -0.121 0.111
H -1.463 -0.658 -2.572 0.149
H 0.949 -2.616 -1.092 0.158
H 0.867 -0.463 3.856 0.117
H 3.321 -0.607 3.855 0.106
H 4.542 -1.474 1.853 0.112
H 4.461 -3.746 -1.154 0.088
H 3.214 -4.252 0.018 0.094
H 4.705 -3.474 0.589 0.082
H -2.700 0.152 -0.408 0.086
H -4.299 1.996 -0.730 0.106
H -3.479 4.234 -1.424 0.099
H -1.072 4.606 -1.791 0.102
H 1.029 4.529 -2.446 0.089
H 2.467 3.792 -1.697 0.091
H 1.202 4.505 -0.662 0.108
N -8.788 -0.900 1.584 0.090
C -7.632 -0.948 1.625 -0.252
C -6.217 -1.004 1.674 -0.276
C -5.499 -0.459 2.768 -0.069
C -4.136 -0.511 2.817 -0.050
C -3.376 -1.112 1.763 -0.263
C -4.115 -1.663 0.667 -0.073
C -5.481 -1.608 0.628 -0.066
C -1.990 -1.141 1.795 0.004
C -0.761 -1.167 1.823 0.023
H -6.049 0.010 3.574 0.104
H -3.603 -0.074 3.652 0.106
H -3.576 -2.143 -0.142 0.081
H -6.013 -2.036 -0.213 0.105

9
Properties=species:S:1:pos:R:3:lowdin_charge:R:1 method="wB97M-V/def2-TZVPD" spin_multiplicity=3 max_force_ev_per_a=6.49 total_charge=+1 e_tot_ha=-275.60173 s_squared=2.009 lumo_energy_ev="-4.27 / -8.05" gap_ev="8.189 / 7.993" homo_ev="-12.459 / -16.041" relative_energy_kj_mol=317.6
N 2.594 -0.523 -0.254 0.236
N 0.488 0.328 -0.152 0.035
N 1.553 -0.083 0.132 -0.038
N -1.664 -0.459 0.088 0.144
N -0.723 0.565 -0.020 -0.021
H 3.275 -0.495 0.541 0.149
H -2.632 -0.083 0.188 0.144
H -1.846 -0.832 -0.808 0.101
H -1.046 1.581 0.285 0.251

21
Properties=species:S:1:pos:R:3:lowdin_charge:R:1 method="wB97M-V/def2-TZVPD" max_force_ev_per_a=4.48 total_charge=0 e_tot_ha=-1243.91833 lumo_energy_ev=0.29 gap_ev=9.550 homo_ev=-9.259 relative_energy_kj_mol=298.1
C -3.276 0.382 1.146 -0.621
C 0.138 0.847 1.768 -0.120
C 0.886 -1.212 -0.355 -0.117
C -0.729 -0.415 -1.890 -0.080
C -0.411 0.925 0.368 -0.241
C -0.382 -0.397 -0.387 -0.643
O -3.014 -0.557 0.323 -0.420
O -2.066 -2.585 -0.432 -0.425
S -1.633 -1.567 0.501 1.024
Cl -4.600 1.278 0.524 0.635
H -0.549 1.389 2.527 0.111
H 1.083 1.312 1.873 0.058
H 0.137 -0.193 2.161 0.071
H 1.493 -1.025 0.529 0.074
H 1.601 -0.631 -1.000 0.107
H 0.775 -2.242 -0.797 0.109
H -0.039 0.303 -2.461 0.115
H -1.807 -0.046 -1.885 0.100
H -0.553 -1.469 -2.277 0.096
H -1.544 1.189 0.542 0.084
H 0.129 1.675 -0.046 0.084

23
Properties=species:S:1:pos:R:3:lowdin_charge:R:1 method="wB97M-V/def2-TZVPD" max_force_ev_per_a=3.79 total_charge=+1 e_tot_ha=-420.92589 lumo_energy_ev=-9.29 gap_ev=5.106 homo_ev=-14.395 relative_energy_kj_mol=702.5
C 0.677 -0.987 -1.060 -0.190
C -0.418 -1.959 -0.784 -0.177
C -1.314 -1.717 0.443 -0.164
C -2.093 -0.419 0.414 -0.203
N -1.312 0.583 1.118 0.245
N 0.018 0.308 -1.284 0.147
H 1.417 -0.889 -0.301 0.135
H 1.091 -1.258 -2.010 0.136
H -0.007 -2.931 -0.693 0.120
H -1.060 -1.896 -1.586 0.097
H -0.799 -1.710 1.438 0.128
H -2.018 -2.585 0.421 0.143
H -3.063 -0.601 0.901 0.174
H -2.336 -0.064 -0.615 0.182
H -0.320 0.752 -0.305 0.108
H -1.824 1.412 1.254 0.103
H 0.661 1.024 -1.534 0.086
H 0.408 0.155 3.688 0.063
H -0.033 0.242 2.126 -0.033
O 0.748 0.104 2.763 -0.104
H 3.846 3.460 -1.839 0.071
H 2.812 2.756 -1.058 -0.022
O 2.899 3.195 -1.863 -0.046

25
Properties=species:S:1:pos:R:3:lowdin_charge:R:1 method="wB97M-V/def2-TZVPD" max_force_ev_per_a=4.62 total_charge=+1 e_tot_ha=-605.61939 lumo_energy_ev=-3.47 gap_ev=10.062 homo_ev=-13.528 relative_energy_kj_mol=301.2
C -2.018 -1.088 -0.448 -0.456
C -1.250 -2.100 0.356 0.039
C -1.619 1.470 -0.618 -0.025
C 0.400 1.314 0.907 -0.025
C -0.526 2.310 0.081 -0.324
C -0.006 -1.296 0.824 -0.227
N -1.595 0.144 -0.018 0.088
N -0.224 0.013 0.795 0.088
N 1.061 -1.902 1.363 0.213
N 3.193 -0.824 -1.707 -0.014
O -2.952 -1.375 -1.151 0.138
O -0.945 3.296 0.929 0.020
H -1.953 -2.510 1.016 0.124
H -0.842 -3.111 -0.153 0.196
H -2.539 1.796 -0.272 0.113
H -1.641 1.408 -1.666 0.130
H 1.421 1.192 0.480 0.137
H 0.430 1.780 1.943 0.160
H 0.172 2.782 -0.710 0.176
H 1.285 -2.956 1.445 0.195
H 1.808 -1.305 1.605 0.101
H 4.028 -0.273 -1.564 0.003
H 2.575 -0.365 -2.395 0.021
H 3.633 -1.664 -2.095 0.018
H -1.894 3.263 1.052 0.111

112
Properties=species:S:1:pos:R:3:lowdin_charge:R:1 method="wB97M-V/def2-TZVPD" max_force_ev_per_a=7.43 total_charge=0 e_tot_ha=-2009.27434 smiles=CC(C)CCc1cnc2ccccc2n1.CCO.CCO.CCO.CCO.CCO.CCO.CCO.CCO.CCO lumo_energy_ev=-1.06 gap_ev=7.189 homo_ev=-8.246 relative_energy_kj_mol=0.0
C 1.194 -1.606 1.156 -0.119
C 2.215 -0.578 0.383 -0.369
C 2.354 0.771 1.304 -0.101
C 1.867 -0.312 -1.196 -0.181
C 0.864 0.952 -1.488 -0.157
C -0.525 0.840 -0.574 -0.137
C -1.010 2.080 0.361 -0.047
N -2.235 2.130 1.232 0.048
C -2.933 0.803 1.139 -0.165
C -4.324 0.633 2.044 -0.013
C -5.193 -0.772 2.099 -0.061
C -4.687 -2.078 1.235 -0.046
C -3.343 -1.906 0.304 -0.005
C -2.474 -0.483 0.256 -0.146
N -1.266 -0.465 -0.636 0.083
H 1.661 -2.157 2.080 0.084
H 0.745 -2.334 0.345 0.080
H 0.279 -0.961 1.566 0.061
H 3.286 -1.104 0.402 0.105
H 2.363 1.781 0.714 0.070
H 1.507 0.756 2.134 0.068
H 3.378 0.679 1.910 0.092
H 2.900 -0.073 -1.734 0.118
H 1.423 -1.246 -1.764 0.119
H 1.354 2.010 -1.286 0.107
H 0.546 0.912 -2.637 0.105
H -0.322 3.056 0.356 0.116
H -4.695 1.570 2.674 0.099
H -6.164 -0.882 2.779 0.093
H -5.219 -3.130 1.209 0.064
H -2.935 -2.822 -0.339 0.097
C 0.857 2.997 4.502 -0.095
C 0.773 1.895 5.537 -0.328
O 1.344 2.334 6.761 -0.091
H 1.898 3.291 4.336 0.077
H 0.425 2.673 3.551 0.053
H 0.325 3.891 4.844 0.073
H 1.325 1.011 5.201 0.112
H -0.266 1.604 5.718 0.091
H 0.842 3.113 7.055 0.086
C 5.852 -4.527 0.492 -0.082
C 4.806 -3.554 0.997 -0.306
O 5.187 -2.224 0.679 -0.125
H 6.828 -4.309 0.939 0.079
H 5.576 -5.557 0.733 0.080
H 5.972 -4.438 -0.593 0.048
H 4.705 -3.631 2.083 0.117
H 3.831 -3.758 0.544 0.108
H 5.266 -2.164 -0.288 0.065
C 8.642 0.152 -0.506 -0.089
C 7.390 -0.697 -0.420 -0.340
O 7.389 -1.667 -1.457 -0.097
H 8.700 0.654 -1.478 0.077
H 8.655 0.908 0.284 0.077
H 9.538 -0.470 -0.415 0.074
H 6.497 -0.075 -0.534 0.118
H 7.331 -1.212 0.544 0.103
H 8.181 -2.219 -1.341 0.094
C 5.633 -5.506 -4.260 -0.093
C 4.377 -4.763 -3.854 -0.319
O 4.464 -4.373 -2.492 -0.102
H 5.775 -6.393 -3.634 0.078
H 5.580 -5.818 -5.307 0.074
H 6.517 -4.875 -4.125 0.072
H 3.498 -5.405 -3.970 0.114
H 4.235 -3.868 -4.468 0.109
H 5.242 -3.797 -2.401 0.066
C -2.351 0.340 -6.066 -0.096
C -1.915 1.298 -4.977 -0.322
O -0.520 1.169 -4.746 -0.107
H -2.120 -0.692 -5.785 0.078
H -3.425 0.424 -6.253 0.075
H -1.813 0.544 -6.998 0.071
H -2.438 1.077 -4.042 0.114
H -2.130 2.334 -5.256 0.110
H -0.065 1.375 -5.580 0.091
C -2.458 5.851 -0.851 -0.090
C -3.710 5.002 -0.764 -0.326
O -3.711 4.032 -1.801 -0.097
H -2.400 6.353 -1.822 0.056
H -2.445 6.607 -0.061 0.079
H -1.562 5.229 -0.759 0.058
H -4.603 5.624 -0.878 0.111
H -3.769 4.487 0.199 0.094
H -2.919 3.480 -1.686 0.067
C -6.165 -7.170 1.908 -0.094
C -5.676 -5.760 1.648 -0.344
O -6.704 -4.827 1.948 -0.107
H -7.048 -7.390 1.300 0.079
H -5.386 -7.902 1.678 0.076
H -6.462 -7.290 2.955 0.074
H -5.401 -5.639 0.596 0.114
H -4.801 -5.529 2.262 0.109
H -6.935 -4.937 2.886 0.094
C -1.632 -2.072 5.115 -0.090
C -2.678 -1.099 5.620 -0.322
O -2.297 0.231 5.303 -0.103
H -0.656 -1.854 5.562 0.076
H -1.909 -3.102 5.356 0.072
H -1.512 -1.983 4.031 0.066
H -2.779 -1.176 6.707 0.113
H -3.653 -1.303 5.168 0.098
H -2.218 0.291 4.335 0.071
C -3.927 9.206 -4.724 -0.098
C -4.011 8.103 -3.690 -0.330
O -3.440 8.542 -2.466 -0.100
H -2.886 9.500 -4.890 0.078
H -4.359 8.882 -5.676 0.074
H -4.459 10.099 -4.382 0.072
H -3.459 7.220 -4.026 0.113
H -5.050 7.813 -3.509 0.110
H -3.942 9.321 -2.171 0.091